(1)
The following is a quantum chemistry calculation of C2HF3I2 in the gas phase in a non-equilibrium geometry, from OMol25.

Last column: natural (NBO) charge in e.
Element x y z (Å)
C: 0.257 0.551 -0.419  -0.01
C: -0.828 1.461 0.343  0.56
F: -0.149 0.459 -1.740  -0.33
F: -0.743 2.792 -0.049  -0.36
F: -0.718 1.535 1.645  -0.32
I: 2.176 1.331 -0.111  0.17
I: -2.833 0.836 -0.131  0.09
H: 0.113 -0.320 0.152  0.20

Results
net charge	0
energy relative to the best compared isomer or geometry (same formula, charge and spin)	1.9	kcal/mol
molar mass	335.83	g mol⁻¹

---

(2)
The following is a quantum chemistry calculation of 8 unconnected molecules or ions with the total composition C10H27N7O17 in a non-equilibrium geometry, from OMol25.

Last column: natural (NBO) charge in e.
Element x y z (Å)
C: -0.443 -0.259 -0.737  -0.49
N: 0.385 0.870 -1.202  0.55
O: -0.192 1.813 -1.694  -0.39
O: 1.580 0.802 -1.053  -0.39
H: -0.996 -0.797 -1.505  0.24
H: -1.161 -0.036 0.047  0.26
H: 0.288 -0.971 -0.358  0.23
C: 0.999 -4.150 -0.167  -0.49
N: 0.883 -4.338 1.298  0.53
O: 0.552 -5.440 1.696  -0.38
O: 1.253 -3.425 2.013  -0.37
H: 0.026 -4.270 -0.632  0.25
H: 1.821 -4.794 -0.462  0.24
H: 1.285 -3.111 -0.318  0.22
C: 0.313 0.830 4.317  -0.49
N: 1.188 -0.072 3.561  0.52
O: 0.733 -0.540 2.516  -0.41
O: 2.298 -0.321 3.986  -0.34
H: -0.725 0.691 4.040  0.23
H: 0.605 1.846 4.049  0.24
H: 0.482 0.680 5.379  0.24
C: -1.170 4.511 -3.221  -0.48
N: -1.405 3.455 -4.256  0.54
O: -0.668 3.458 -5.214  -0.39
O: -2.334 2.698 -4.090  -0.38
H: -1.625 5.408 -3.640  0.23
H: -0.089 4.598 -3.269  0.23
H: -1.690 4.235 -2.315  0.24
C: 4.325 0.601 0.152  -0.49
N: 5.651 0.592 0.871  0.54
O: 5.614 0.789 2.061  -0.38
O: 6.649 0.561 0.186  -0.37
H: 3.701 -0.219 0.504  0.24
H: 4.461 0.456 -0.912  0.23
H: 3.890 1.540 0.472  0.23
C: -3.836 -1.891 -1.369  -0.49
N: -2.940 -2.736 -2.209  0.54
O: -1.926 -3.161 -1.685  -0.43
O: -3.288 -3.018 -3.326  -0.35
H: -3.520 -0.861 -1.524  0.24
H: -3.609 -2.138 -0.336  0.24
H: -4.863 -2.099 -1.639  0.24
C: 2.524 2.632 -3.627  -0.49
N: 3.873 2.806 -4.270  0.54
O: 4.788 2.931 -3.487  -0.39
O: 3.969 2.685 -5.462  -0.36
H: 1.817 2.215 -4.336  0.23
H: 2.219 3.606 -3.259  0.22
H: 2.715 1.919 -2.836  0.24
C: -3.825 0.591 4.020  -0.27
O: -2.992 -0.416 3.475  -0.52
C: -3.014 -0.592 2.155  1.00
O: -3.561 0.086 1.344  -0.62
O: -2.265 -1.644 1.801  -0.51
C: -1.791 -2.550 2.759  -0.27
H: -3.220 1.160 4.734  0.19
H: -4.633 0.190 4.629  0.20
H: -4.186 1.314 3.293  0.22
H: -1.316 -3.421 2.300  0.21
H: -2.550 -3.135 3.292  0.19
H: -1.056 -2.160 3.456  0.20

Results
net charge	0
energy relative to the best compared isomer or geometry (same formula, charge and spin)	13.8	kcal/mol
molar mass	517.36	g mol⁻¹

---

(3)
The following is a quantum chemistry calculation of 3 unconnected molecules or ions with the total composition C34H32N3O6P in a non-equilibrium geometry, from OMol25.

Last column: Löwdin charge in e.
Element x y z (Å)
N: -0.812 4.473 5.110  -0.29
P: -1.512 5.110 3.839  0.81
C: -0.390 5.392 2.368  -0.59
C: -1.228 6.272 1.394  -0.25
N: -2.357 5.623 0.737  0.03
C: -0.006 4.089 1.628  -0.09
C: -0.885 2.898 1.882  -0.30
O: -1.634 2.475 1.090  0.07
O: 0.695 6.190 2.705  -0.11
C: 1.686 5.610 3.552  -0.21
C: 1.890 6.387 4.835  -0.26
N: 3.234 6.997 4.875  -0.01
H: -0.904 5.135 5.872  -0.04
H: -2.573 4.276 3.408  0.01
H: -2.077 6.375 4.101  0.03
H: -1.588 7.146 1.914  0.10
H: -0.535 6.587 0.627  0.13
H: -2.071 5.180 -0.118  0.07
H: -2.828 4.941 1.310  0.04
H: 1.014 3.783 1.826  0.12
H: -0.062 4.286 0.571  0.12
H: -0.810 2.396 2.863  0.13
H: 2.636 5.623 3.029  0.12
H: 1.478 4.587 3.824  0.10
H: 1.111 7.116 4.993  0.11
H: 1.810 5.682 5.654  0.10
H: 3.281 7.651 5.648  0.06
H: 3.881 6.265 5.139  0.06
C: -1.957 -3.157 -6.131  -0.05
C: -0.705 -2.732 -5.699  -0.05
C: -0.585 -2.007 -4.526  0.00
C: -1.718 -1.696 -3.785  -0.09
C: -2.977 -2.107 -4.229  -0.08
C: -3.090 -2.846 -5.399  0.00
C: -4.208 -1.749 -3.470  -0.28
O: -5.302 -2.112 -3.852  0.11
C: -4.061 -0.934 -2.233  -0.09
C: -5.196 -0.545 -1.535  0.00
C: -5.071 0.201 -0.375  -0.05
C: -3.812 0.558 0.100  -0.05
C: -2.677 0.177 -0.595  0.00
C: -2.797 -0.561 -1.765  -0.08
C: -1.568 -0.934 -2.516  -0.29
O: -0.465 -0.629 -2.106  0.09
H: -2.048 -3.731 -7.045  0.11
H: 0.177 -2.968 -6.279  0.11
H: 0.388 -1.679 -4.184  0.12
H: -4.065 -3.172 -5.735  0.12
H: -6.173 -0.825 -1.902  0.12
H: -5.958 0.507 0.165  0.11
H: -3.718 1.136 1.007  0.09
H: -1.700 0.457 -0.232  0.10
C: 6.509 -5.561 0.040  -0.06
C: 6.566 -4.293 -0.531  -0.06
C: 5.399 -3.635 -0.877  0.00
C: 4.169 -4.244 -0.665  -0.08
C: 4.114 -5.525 -0.112  -0.08
C: 5.287 -6.176 0.248  0.00
C: 2.808 -6.216 0.084  -0.28
O: 2.760 -7.328 0.569  0.10
C: 1.567 -5.511 -0.339  -0.08
C: 0.345 -6.159 -0.216  0.00
C: -0.820 -5.514 -0.593  -0.05
C: -0.770 -4.214 -1.086  -0.04
C: 0.445 -3.563 -1.215  0.01
C: 1.618 -4.211 -0.851  -0.07
C: 2.922 -3.513 -1.028  -0.27
O: 2.970 -2.381 -1.461  0.11
H: 7.422 -6.071 0.317  0.11
H: 7.523 -3.819 -0.702  0.11
H: 5.439 -2.647 -1.315  0.12
H: 5.239 -7.163 0.686  0.12
H: 0.308 -7.167 0.171  0.12
H: -1.771 -6.022 -0.501  0.11
H: -1.685 -3.709 -1.374  0.10
H: 0.478 -2.554 -1.604  0.09

Results
net charge	0
molar mass	609.62	g mol⁻¹

---

| no. | LUMO (eV) |
| --- | --- |
| 1 | -0.23 |
| 2 | -0.40 |
| 3 | -0.95 |